P:
Here is a 2-piece molecular cluster, C6H14N2O2 overall from OMol25. Energies are from wB97M-V/def2-TZVPD.

Element x y z (Å)
C (-3.1695, -0.4142, -0.3077)
N (-1.7637, -0.7687, -0.0653)
C (-1.2022, -1.6256, -1.0189)
C (0.2552, -1.8831, -0.7228)
O (-1.7929, -2.0799, -1.9648)
H (-3.4112, 0.5258, 0.1931)
H (-3.3891, -0.3952, -1.3709)
H (-3.7982, -1.1926, 0.1299)
H (-1.1081, -0.1624, 0.4057)
H (0.7616, -1.5904, -1.6478)
H (0.7824, -1.4326, 0.1193)
H (0.3493, -2.9695, -0.6629)
C (1.0657, 1.1591, 2.4504)
N (0.9494, 1.4124, 0.9977)
C (2.0355, 1.0604, 0.1443)
C (1.8122, 1.1558, -1.2987)
O (3.0771, 0.8125, 0.7291)
H (0.4864, 0.2608, 2.6652)
H (2.0854, 0.9571, 2.7407)
H (0.7482, 2.0551, 2.9758)
H (0.0926, 1.7643, 0.5924)
H (1.2961, 0.2888, -1.6939)
H (1.0669, 1.9047, -1.5936)
H (2.7708, 1.1576, -1.7964)

## Properties
frontier orbital gap: 10.302 eV
HOMO level: -9.77 eV
total charge: 0
SMILES: CNC(C)=O.CNC(C)=O

=====

Q:
Here is a 2-piece molecular cluster, C6H14N2O2 overall from OMol25. Energies are from wB97M-V/def2-TZVPD.

Element x y z (Å)
C (0.4420, -1.0493, 2.2530)
N (-0.5736, -0.3033, 1.5795)
C (-1.8217, 0.0622, 2.1179)
C (-2.5364, 0.9556, 1.2176)
O (-2.1730, -0.2770, 3.2001)
H (1.3595, -0.6446, 2.2656)
H (0.3032, -1.3788, 3.3480)
H (0.5647, -2.0573, 1.4492)
H (-0.4345, 0.0545, 0.6725)
H (-1.8545, 1.5646, 0.5866)
H (-3.2734, 0.4784, 0.5662)
H (-3.1412, 1.7343, 1.7290)
C (0.1245, 1.6160, -1.2917)
N (1.1554, 0.5836, -1.1595)
C (1.0118, -0.5271, -1.9963)
C (2.0934, -1.4241, -2.1938)
O (-0.0768, -0.8652, -2.4897)
H (-0.9460, 1.1700, -1.7338)
H (-0.2170, 2.1236, -0.3826)
H (0.4572, 2.4711, -1.8511)
H (2.1830, 0.8877, -0.9752)
H (2.8624, -1.0953, -3.0166)
H (1.6131, -2.4246, -2.5140)
H (2.8782, -1.6552, -1.3810)

## Properties
frontier orbital gap: 9.663 eV
HOMO level: -9.15 eV
total charge: 0
SMILES: CNC(C)=O.CNC(C)=O

=====

R:
Here is a 2-piece molecular cluster, C6H14N2O2 overall from OMol25. Energies are from wB97M-V/def2-TZVPD.

Element x y z (Å)
C (-0.9698, -2.6891, -0.3136)
N (-1.6165, -1.6079, 0.4081)
C (-0.9095, -0.7923, 1.2358)
C (-1.7233, -0.0112, 2.2241)
O (0.2997, -0.9101, 1.3244)
H (-0.1690, -2.3696, -0.9734)
H (-0.4870, -3.3258, 0.4384)
H (-1.7434, -3.3066, -0.7616)
H (-2.5713, -1.3818, 0.1889)
H (-2.7951, -0.1260, 2.1832)
H (-1.2826, -0.1608, 3.2079)
H (-1.5829, 1.0790, 2.1516)
C (-0.3919, 1.9182, -1.4443)
N (0.6754, 1.2904, -0.6764)
C (1.8571, 1.0877, -1.3078)
C (2.9913, 0.6896, -0.4047)
O (1.9755, 1.1565, -2.5196)
H (-0.1019, 2.9173, -1.7714)
H (-0.5721, 1.3215, -2.3272)
H (-1.2746, 2.0568, -0.8179)
H (0.6451, 1.4433, 0.3223)
H (3.4636, 1.5966, -0.0157)
H (2.5670, 0.1467, 0.4530)
H (3.7162, -0.0222, -0.8042)

## Properties
frontier orbital gap: 9.888 eV
HOMO level: -9.26 eV
total charge: 0
SMILES: CNC(C)=O.CNC(C)=O

=====

Going by the energies, R is most stable and the next is 0.0136 hartree up.

=====

P:
Here is one molecule with the formula C2H5N3O from OMol25. Energies are from wB97M-V/def2-TZVPD.

Element x y z (Å)
H (0.4385, 1.5872, -2.5212)
N (0.2962, 0.6695, -2.0629)
C (-0.1366, 0.7108, -0.9075)
N (-0.1628, -0.2993, 0.0132)
O (0.7878, -1.2185, -0.5748)
C (-0.4445, -0.4751, 1.2413)
N (0.0312, -1.4116, 2.0944)
H (-0.0947, -1.2380, 3.1174)
H (-0.4699, 1.7705, -0.3585)
H (0.8820, -0.5266, -1.4072)
H (-1.1272, 0.4310, 1.3660)

## Properties
frontier orbital gap: 9.611 eV
HOMO level: -9.09 eV
total charge: 0
SMILES: [H]/N=C/N(O)/C=N/[H]

=====

Q:
Here is one molecule with the formula C2H5N3O from OMol25. Energies are from wB97M-V/def2-TZVPD.

Element x y z (Å)
H (-2.1299, -1.4540, 0.0189)
N (-2.1002, -0.3068, 0.2167)
C (-0.8213, 0.0819, 0.1525)
N (-0.4156, 1.3859, -0.1672)
N (0.2682, -0.8576, -0.0797)
C (1.5808, -0.5635, -0.1236)
O (1.7993, 0.5817, 0.3594)
H (0.5243, 1.7492, -0.1281)
H (-1.0867, 2.3440, -0.1263)
H (-0.1172, -1.7688, -0.0128)
H (2.4982, -1.1919, -0.1097)

## Properties
frontier orbital gap: 9.630 eV
HOMO level: -9.06 eV
total charge: 0
SMILES: [H]/N=C(/N)NC=O

=====

Going by the energies, Q is most stable and the next is 0.0946 hartree up.

=====

P:
Here is a 2-piece molecular cluster, C2H5N3O overall from OMol25. Energies are from wB97M-V/def2-TZVPD.

Element x y z (Å)
N (3.0190, 0.5253, -1.3800)
C (2.1640, 0.3153, -0.6205)
N (1.0825, 0.1472, 0.1649)
C (0.3950, -0.8596, -0.2883)
O (0.5772, -1.7416, -1.3308)
H (-0.5270, -0.9296, 0.2489)
H (1.4190, -1.5334, -1.7948)
N (-1.9991, 0.8863, 0.9724)
H (-2.7484, 0.6235, 1.6873)
H (-2.2263, 1.8256, 0.8764)
H (-1.1558, 0.7410, 1.4646)

## Properties
frontier orbital gap: 11.207 eV
HOMO level: -10.70 eV
total charge: 0
SMILES: N#C/N=C\O.N

=====

Q:
Here is one molecule with the formula C2H5N3O from OMol25. Energies are from wB97M-V/def2-TZVPD.

Element x y z (Å)
N (-2.2794, -0.3599, -0.0937)
C (-1.0250, 0.0695, -0.0794)
O (-0.1331, -0.8629, -0.1381)
N (0.7339, 1.2699, 0.1197)
C (1.1638, 0.0000, -0.2700)
N (2.1310, -0.0494, 0.6714)
H (-2.5143, -1.3460, -0.1678)
H (-3.0363, 0.3024, -0.0419)
H (0.5122, 1.1911, 1.1113)
H (1.4011, -0.0943, -1.3333)
H (3.0462, -0.1203, 0.2219)

## Properties
frontier orbital gap (alpha / beta): 8.568 / 8.567 eV
HOMO level (alpha / beta): -8.67 / -8.67 eV
total charge: 0

=====

R:
Here is C2H5N3O as an isolated structure from OMol25. Energies are from wB97M-V/def2-TZVPD.

Element x y z (Å)
N (-1.6970, -0.4051, 0.5255)
C (-0.6006, -0.1851, -0.2443)
O (-0.0727, -1.0388, -0.9702)
N (-0.0002, 1.0740, -0.4366)
C (1.2874, 0.3472, -0.4175)
N (1.4961, 0.0190, 0.7957)
H (-2.1236, -1.2894, 0.2726)
H (-2.3401, 0.3725, 0.5453)
H (0.0725, 1.6819, 0.3815)
H (1.9179, 0.2345, -1.3054)
H (2.0602, -0.8106, 0.8535)

## Properties
frontier orbital gap: 10.343 eV
HOMO level: -9.42 eV
total charge: 0

=====

Going by the energies, P is most stable and the next is 0.0222 hartree up.

=====

P:
Here is one molecule with the formula C2H5N3O from OMol25. Energies are from wB97M-V/def2-TZVPD.

Element x y z (Å)
H (-0.5082, -2.7324, -0.5189)
N (0.0034, -1.9828, -0.0588)
C (0.2767, -1.0645, -0.8807)
N (0.8875, 0.1333, -0.3810)
C (-0.1959, 0.9486, 0.0182)
N (-0.1310, 1.4629, 1.2898)
O (-1.1387, 1.1346, -0.7244)
H (0.0320, -1.0379, -1.9436)
H (1.5235, -0.1024, 0.3746)
H (-1.0391, 1.7517, 1.6258)
H (0.4499, 1.0113, 1.9795)

## Properties
frontier orbital gap: 11.247 eV
HOMO level: -10.31 eV
total charge: 0
SMILES: [H]/N=C/NC(N)=O

=====

Q:
Here is one molecule with the formula C2H5N3O from OMol25. Energies are from wB97M-V/def2-TZVPD.

Element x y z (Å)
N (0.1604, 1.2490, -0.0139)
C (0.4580, -0.0548, 0.0018)
N (1.7548, -0.4284, 0.0498)
N (-0.4376, -1.0194, -0.0117)
C (-1.7497, -0.7231, 0.0068)
O (-2.2855, 0.3767, 0.0309)
H (0.8575, 1.9683, 0.0600)
H (-0.8434, 1.4473, 0.0201)
H (2.4936, 0.2360, -0.0964)
H (1.9493, -1.4087, -0.0462)
H (-2.3574, -1.6430, -0.0013)

## Properties
frontier orbital gap: 10.145 eV
HOMO level: -9.47 eV
total charge: 0
SMILES: NC(N)=NC=O

=====

Going by the energies, Q is most stable and the next is 0.0220 hartree up.